Entry 1:
117
Properties=species:S:1:pos:R:3:mulliken_charge:R:1 method="wB97M-V/def2-TZVPD" energy_ev=-183627.36123 homo_ev="-10.14 / -10.58" gap_ev="5.81 / 5.76" total_charge=+1 de_lowest_kj_mol=0.0 molar_mass_da=1229.717 spin_multiplicity=2
W 0.512 0.164 0.200 0.16
C 6.830 -4.095 -1.404 -1.36
C 5.453 -4.737 -1.453 -0.29
C 5.232 -5.647 -2.652 -1.08
C 5.275 -4.852 -3.946 -1.31
C 4.322 -3.693 -3.883 0.98
C 3.801 -3.133 -5.026 -0.66
C 2.927 -2.048 -4.952 -0.27
F 2.458 -1.546 -6.104 -0.42
C 2.541 -1.499 -3.765 -0.82
C 3.047 -2.061 -2.584 0.43
C 2.640 -1.513 -1.308 0.57
O 1.867 -0.500 -1.308 0.19
C 3.136 -2.132 -0.148 0.05
C 4.017 -3.185 -0.283 -0.32
N 4.414 -3.679 -1.449 0.07
C 3.932 -3.147 -2.640 0.12
C 2.792 -1.701 1.240 0.16
O 3.336 -2.198 2.199 -0.75
O 1.870 -0.775 1.346 -0.52
H 7.600 -4.866 -1.406 0.39
H 6.950 -3.501 -0.498 0.40
H 6.998 -3.438 -2.257 0.37
H 5.279 -5.308 -0.540 0.51
H 4.263 -6.140 -2.550 0.36
H 5.995 -6.426 -2.645 0.42
H 5.025 -5.485 -4.798 0.50
H 6.286 -4.477 -4.129 0.38
H 4.066 -3.524 -6.000 0.55
H 1.865 -0.659 -3.721 0.68
H 4.429 -3.645 0.606 0.63
Cl -3.255 -2.936 1.611 -0.39
Ge -2.502 -1.213 0.413 1.10
Cl -3.607 -1.630 -1.500 -0.43
Cl -0.301 -2.284 -0.184 -0.33
F 2.974 1.847 0.094 -0.36
C 1.695 1.991 -0.357 -0.41
F 1.193 3.109 0.266 -0.22
C 1.846 2.510 -1.825 0.70
F 2.657 3.581 -1.821 -0.28
F 2.368 1.630 -2.678 -0.20
F 0.667 2.915 -2.317 -0.23
N -0.101 1.067 1.591 0.70
P -0.760 1.333 3.074 -1.39
N -2.374 1.327 2.829 1.08
C -3.334 1.027 3.904 -0.51
C -4.527 0.255 3.352 -0.78
C -4.984 0.822 1.999 0.00
C -4.422 2.220 1.776 -1.21
C -2.899 2.179 1.741 0.26
N -0.362 0.120 4.074 0.66
C 0.495 0.256 5.254 -0.59
C -0.155 -0.434 6.443 -0.72
C -0.443 -1.899 6.129 -0.92
C -1.267 -2.029 4.853 -0.50
C -0.606 -1.281 3.710 0.89
N -0.182 2.738 3.660 0.45
C -0.899 3.476 4.703 -0.92
C -1.213 4.891 4.241 -0.44
C 0.063 5.600 3.801 -1.05
C 0.830 4.775 2.773 -0.35
C 1.087 3.369 3.290 -0.61
H -3.670 1.962 4.365 0.47
H -2.823 0.455 4.676 0.15
H -5.334 0.321 4.084 0.50
H -4.272 -0.802 3.259 0.14
H -6.072 0.826 1.931 0.48
H -4.652 0.177 1.179 -0.36
H -4.772 2.902 2.555 0.38
H -4.769 2.634 0.828 0.55
H -2.569 1.750 0.789 -0.43
H -2.473 3.186 1.810 0.14
H 0.684 1.311 5.445 0.27
H 1.459 -0.216 5.028 0.32
H -1.086 0.086 6.697 0.26
H 0.503 -0.343 7.309 0.41
H -0.952 -2.378 6.965 0.44
H 0.507 -2.427 5.998 0.31
H -2.276 -1.633 5.009 0.15
H -1.392 -3.073 4.563 0.43
H -1.228 -1.321 2.815 -1.37
H 0.364 -1.724 3.453 0.30
H -0.255 3.511 5.593 0.54
H -1.797 2.931 4.993 0.37
H -1.703 5.440 5.048 0.40
H -1.924 4.844 3.410 0.15
H 0.699 5.763 4.678 0.36
H -0.169 6.589 3.404 0.41
H 1.781 5.251 2.529 0.46
H 0.264 4.704 1.842 0.14
H 1.600 2.749 2.560 0.07
H 1.713 3.405 4.191 0.41
C -0.713 0.623 -1.406 0.95
C -1.334 0.623 -2.469 -0.19
C -1.977 0.596 -3.679 -0.13
C -2.993 1.581 -3.972 0.42
C -4.071 1.262 -4.808 -0.29
C -5.061 2.200 -5.038 -0.88
C -4.971 3.458 -4.455 -0.43
C -3.905 3.779 -3.621 -0.83
C -2.927 2.841 -3.363 -0.35
C -1.598 -0.460 -4.607 0.61
C -1.658 -0.256 -5.992 -0.25
C -1.262 -1.262 -6.851 -0.95
C -0.824 -2.477 -6.341 -0.44
C -0.760 -2.691 -4.971 -0.93
C -1.132 -1.684 -4.100 -0.02
H -4.150 0.271 -5.232 0.59
H -5.906 1.950 -5.664 0.43
H -5.742 4.192 -4.646 0.41
H -3.844 4.762 -3.174 0.46
H -2.090 3.077 -2.718 0.43
H -1.976 0.701 -6.383 0.61
H -1.284 -1.101 -7.920 0.43
H -0.524 -3.264 -7.021 0.45
H -0.424 -3.643 -4.581 0.48
H -1.103 -1.843 -3.031 0.39

---

Entry 2:
113
Properties=species:S:1:pos:R:3:mulliken_charge:R:1 method="wB97M-V/def2-TZVPD" energy_ev=-164287.07801 homo_ev=-8.87 gap_ev=9.02 total_charge=0 molar_mass_da=1040.230
C 1.714 1.698 3.263 -0.46
O 0.358 2.196 3.118 -0.42
C -0.386 1.402 2.118 0.21
C -0.658 -0.119 2.660 0.47
C -2.187 -0.596 2.433 -0.25
C -2.323 -2.027 1.694 -0.43
Si -1.799 -3.532 2.787 0.19
O -2.738 -4.895 2.168 -0.58
O -0.128 -3.977 2.614 -0.15
Si 0.859 -3.428 3.942 0.08
C 1.348 -4.817 5.188 -0.39
N 1.623 -4.116 6.521 -0.69
C 2.521 -2.799 3.137 -0.11
C 3.268 -3.961 2.295 -0.61
C 3.513 -3.388 0.776 -0.47
C 4.875 -2.488 0.665 -0.28
O 4.726 -1.225 1.426 -0.33
C 5.530 -1.332 2.653 -0.57
H 2.296 1.610 2.268 0.21
H 1.696 0.680 3.839 0.08
H 2.313 2.419 3.960 0.30
H 0.231 1.391 1.133 0.17
H -1.396 1.973 1.985 -0.25
H -0.452 -0.102 3.809 0.15
H 0.121 -0.801 2.115 -0.30
H -2.740 -0.574 3.454 0.29
H -2.672 0.188 1.720 -0.05
H -1.728 -2.097 0.711 0.27
H -3.448 -2.193 1.420 0.18
H -2.210 -3.375 4.200 -0.12
H -2.428 -5.689 2.687 0.27
H 0.307 -2.277 4.674 -0.06
H 0.519 -5.618 5.280 0.32
H 2.321 -5.378 4.893 0.20
H 0.676 -3.952 6.910 0.29
H 2.124 -3.226 6.338 0.29
H 2.221 -1.910 2.457 0.25
H 3.241 -2.482 4.000 0.19
H 2.649 -4.947 2.202 0.34
H 4.309 -4.256 2.712 0.31
H 3.654 -4.251 0.008 0.25
H 2.617 -2.720 0.448 0.20
H 5.054 -2.143 -0.437 0.02
H 5.826 -3.071 0.973 0.36
H 6.599 -0.933 2.490 0.24
H 5.541 -2.433 3.023 0.27
H 5.020 -0.695 3.474 0.17
C 4.191 -2.032 -5.299 -0.38
C 4.018 -1.488 -3.888 -0.33
O 3.484 -2.576 -3.134 -0.19
S 4.065 -3.970 -3.732 1.01
O 5.185 -4.371 -2.928 -0.56
O 2.958 -4.836 -4.015 -0.45
O 4.634 -3.379 -5.134 -0.32
H 3.237 -2.050 -5.835 0.30
H 4.919 -1.459 -5.875 0.31
H 3.347 -0.629 -3.852 0.33
H 4.982 -1.214 -3.449 0.27
C -4.779 4.989 2.704 -0.46
C -4.245 5.623 1.426 -0.26
O -3.970 4.527 0.552 -0.16
S -5.035 3.336 0.851 0.95
O -6.098 3.430 -0.110 -0.61
O -4.305 2.124 1.090 -0.31
O -5.588 3.895 2.274 -0.36
H -3.964 4.590 3.316 0.28
H -5.369 5.690 3.297 0.36
H -3.343 6.213 1.599 0.29
H -5.005 6.252 0.951 0.25
C -0.678 -5.229 -3.559 -0.30
C -0.252 -5.940 -4.835 -0.29
O -1.433 -6.015 -5.633 -0.32
S -2.354 -4.708 -5.333 1.05
O -2.098 -3.735 -6.356 -0.55
O -3.675 -5.153 -4.990 -0.55
O -1.603 -4.226 -3.976 -0.19
H -1.199 -5.913 -2.881 0.29
H 0.166 -4.776 -3.037 0.25
H 0.146 -6.937 -4.642 0.34
H 0.490 -5.353 -5.383 0.25
C 0.164 3.293 -2.314 -0.42
C 0.297 4.805 -2.407 -0.43
O -0.780 5.323 -1.630 -0.25
S -1.091 4.300 -0.400 1.42
O -0.425 4.768 0.778 -0.55
O -2.490 3.974 -0.424 -0.47
O -0.249 3.029 -0.975 -0.25
H -0.615 2.924 -2.989 0.23
H 1.103 2.781 -2.531 0.29
H 0.239 5.165 -3.435 0.39
H 1.234 5.147 -1.954 0.26
C 0.739 9.454 -1.357 -0.33
C 0.556 9.996 0.054 -0.40
O 0.042 8.900 0.809 -0.32
S 0.648 7.513 0.212 1.05
O 1.776 7.132 1.014 -0.66
O -0.441 6.625 -0.072 -0.45
O 1.206 8.116 -1.193 -0.34
H -0.215 9.419 -1.893 0.28
H 1.456 10.040 -1.934 0.30
H -0.130 10.843 0.090 0.32
H 1.516 10.287 0.492 0.32
C -5.034 -2.087 -3.198 -0.28
C -4.804 -1.607 -1.772 -0.29
O -3.522 -0.979 -1.793 -0.12
S -3.288 -0.302 -3.252 1.02
O -3.623 1.090 -3.160 -0.55
O -2.036 -0.771 -3.773 -0.49
O -4.494 -1.063 -4.034 -0.31
H -4.486 -3.012 -3.397 0.11
H -6.092 -2.238 -3.417 0.33
H -4.820 -2.425 -1.050 0.35
H -5.544 -0.854 -1.484 0.23

---

Entry 3:
37
Properties=species:S:1:pos:R:3:mulliken_charge:R:1 method="wB97M-V/def2-TZVPD" energy_ev=-27955.10146 homo_ev=-8.60 gap_ev=9.10 total_charge=0 molar_mass_da=358.223 smiles="O=C(NCCN1CCCCC1)c1ccc(I)cc1"
O -1.515 3.234 -0.226 -0.68
C -1.624 2.068 0.102 0.38
N -0.578 1.315 0.505 -0.03
H -0.665 0.316 0.619 0.28
C 0.785 1.785 0.464 -0.99
H 1.182 1.827 1.484 0.26
C 1.629 0.838 -0.397 -0.50
N 1.495 -0.519 0.102 0.14
C 2.323 -0.827 1.266 -0.90
C 3.498 -1.768 0.957 -0.65
C 4.071 -1.448 -0.420 -0.60
C 3.012 -1.695 -1.503 -0.57
C 1.598 -1.548 -0.911 -1.04
H 1.295 -2.487 -0.440 0.42
H 0.878 -1.331 -1.704 0.42
H 3.150 -0.987 -2.322 0.25
H 3.116 -2.700 -1.914 0.39
H 4.955 -2.058 -0.611 0.39
H 4.388 -0.402 -0.435 0.24
H 4.263 -1.650 1.725 0.39
H 3.167 -2.808 0.975 0.33
H 1.684 -1.285 2.033 0.22
H 2.710 0.109 1.675 0.43
H 2.668 1.201 -0.414 0.28
H 1.243 0.865 -1.419 0.48
H 0.777 2.793 0.045 0.46
C -2.948 1.370 0.103 0.37
C -3.929 1.849 -0.760 -0.45
C -5.180 1.265 -0.805 -0.44
C -5.454 0.198 0.033 -0.04
C -4.501 -0.281 0.914 -0.58
C -3.249 0.305 0.947 -0.36
H -2.521 -0.061 1.656 0.44
H -4.732 -1.103 1.574 0.37
I -7.365 -0.710 -0.023 0.08
H -5.933 1.639 -1.482 0.37
H -3.693 2.691 -1.392 0.43

---

Entry 4:
7
Properties=species:S:1:pos:R:3:mulliken_charge:R:1 method="wB97M-V/def2-TZVPD" energy_ev=-18487.87038 homo_ev=-7.98 gap_ev=8.34 total_charge=0 de_lowest_kj_mol=352.4 molar_mass_da=173.921
C -0.758 -1.022 0.213 -0.57
P 0.580 0.202 0.104 0.10
I -2.346 0.364 -0.104 -0.04
H -0.798 -1.670 -0.804 0.21
H 1.986 -0.007 -0.088 0.09
H 0.516 1.314 -0.641 0.10
H 0.820 0.819 1.319 0.11